No. 1
Formula: C35H81Br2N11O11
Source: the Open Molecules 2025 dataset
Level of theory: ωB97M-V/def2-TZVPD

Each atom is followed by the atoms it is bonded to, with distances in Å.
CARTESIAN COORDINATES (ANGSTROEM)
1 H -3.907 22.170 -5.043  C120 1.090
2 H -8.598 23.689 4.761  C8 1.090
3 H -7.501 7.527 0.410  C137 1.090
4 H -9.737 10.874 -10.437  C20 1.090
5 C -21.247 14.513 -2.892  H27 1.090, N43 1.403, H56 1.090, H76 1.090
6 H -18.083 17.855 -9.700  C105 1.090
7 H -1.322 22.607 -3.503  C15 1.090
8 C -8.593 22.670 5.147  H2 1.090, H65 1.090, H70 1.090, N97 1.415
9 H -3.391 16.349 3.698  C116 1.090
10 O -15.614 17.836 -9.752  C59 1.211
11 H -15.038 8.102 -10.031  C88 1.101
12 O -19.778 14.907 0.190  C26 1.173
13 C -11.910 14.722 -2.985  N24 1.379, H68 1.101, O117 1.194
14 H -15.725 21.936 -2.971  C19 1.090
15 C -1.605 21.564 -3.647  H7 1.090, N69 1.435, H108 1.090, H130 1.090
16 H -12.016 12.172 -1.022  C92 1.090
17 H -17.989 19.067 -13.144  C80 1.090
18 H -3.332 23.443 -4.117  C120 1.090
19 C -14.699 22.180 -3.245  H14 1.090, H42 1.090, N82 1.464, H107 1.090
20 C -8.831 11.458 -10.602  H4 1.090, H47 1.090, N50 1.511, H99 1.090
21 H -20.685 7.870 -4.273  C124 1.101
22 H -22.022 12.797 -0.985  C29 1.090
23 H -9.352 19.501 4.372  C30 1.090
24 N -12.499 13.610 -2.419  C13 1.379, C92 1.418, C128 1.480
25 H -6.108 6.183 -2.027  C86 1.090
26 C -20.101 15.036 -0.931  O12 1.173, N43 1.329, H136 1.101
27 H -22.254 14.893 -3.062  C5 1.090
28 H -15.783 23.941 -1.313  C104 1.090
29 C -22.234 13.846 -0.779  H22 1.090, N43 1.442, H60 1.090, H77 1.090
30 C -9.269 20.318 5.088  H23 1.090, H52 1.090, H58 1.090, N97 1.505
31 C -15.810 8.646 3.535  H32 1.090, N55 1.469, H103 1.090, H115 1.090
32 H -15.489 7.958 4.317  C31 1.090
33 H -16.275 18.709 -13.504  C80 1.090
34 H -21.070 4.576 -1.964  C54 1.090
35 H -4.670 22.614 -3.322  C120 1.090
36 Br -7.513 4.942 0.298  C137 1.985
37 H -6.458 8.982 -10.119  C114 1.101
38 H -15.400 9.932 5.884  C126 1.090
39 H -19.791 6.875 -1.449  C127 1.090
40 H -15.066 6.013 -12.490  C94 1.090
41 O -9.027 22.843 2.343  C113 1.272
42 H -14.135 21.248 -3.287  C19 1.090
43 N -21.216 14.577 -1.491  C5 1.403, C26 1.329, C29 1.442
44 O -15.770 6.965 -8.513  C88 1.215
45 H -13.100 13.315 -0.317  C92 1.090
46 H -18.417 8.644 3.653  C51 1.101
47 H -8.762 11.950 -9.632  C20 1.090
48 N -16.984 18.337 -11.509  C59 1.340, C80 1.447, C105 1.454
49 O -12.896 23.998 -4.426  C102 1.181
50 N -7.644 10.547 -10.804  C20 1.511, C63 1.450, C114 1.348
51 C -17.994 9.404 4.327  H46 1.101, N55 1.356, O138 1.257
52 H -10.085 20.371 5.809  C30 1.090
53 O -6.350 14.245 4.589  C91 1.281
54 C -20.678 4.774 -2.962  H34 1.090, N74 1.446, H96 1.090, H98 1.090
55 N -16.665 9.641 4.197  C31 1.469, C51 1.356, C126 1.466
56 H -20.590 15.144 -3.491  C5 1.090
57 H -18.996 17.613 -11.141  C105 1.090
58 H -8.423 20.172 5.760  C30 1.090
59 C -15.809 18.064 -10.926  O10 1.211, N48 1.340, H66 1.101
60 H -23.177 13.905 -1.323  C29 1.090
61 O -2.887 19.316 -2.703  C87 1.181
62 H -16.800 4.960 -9.395  C121 1.090
63 C -6.684 11.055 -11.764  N50 1.450, H78 1.090, H85 1.090, H118 1.090
64 H -3.919 17.466 4.983  C116 1.090
65 H -9.086 22.684 6.119  C8 1.090
66 H -14.983 18.133 -11.650  C59 1.101
67 O -21.911 6.400 -4.963  C124 1.189
68 H -12.238 14.898 -4.021  C13 1.101
69 N -3.025 21.452 -3.473  C15 1.435, C87 1.375, C120 1.407
70 H -7.569 22.386 5.388  C8 1.090
71 H -15.510 7.796 -12.268  C94 1.090
72 H -5.580 15.090 6.989  C119 1.090
73 H -13.297 11.868 -3.120  C128 1.090
74 N -20.372 6.132 -3.350  C54 1.446, C124 1.337, C127 1.519
75 H -18.384 6.416 -2.465  C127 1.090
76 H -21.042 13.530 -3.315  C5 1.090
77 H -22.491 14.169 0.230  C29 1.090
78 H -5.765 10.491 -11.925  C63 1.090
79 N -15.893 6.353 -10.693  C88 1.353, C94 1.448, C121 1.489
80 C -17.156 18.393 -12.945  H17 1.090, H33 1.090, N48 1.447, H125 1.090
81 O -8.337 8.965 -9.455  C114 1.169
82 N -14.153 23.415 -2.678  C19 1.464, C102 1.338, C104 1.454
83 H -14.172 24.722 -1.178  C104 1.090
84 H -12.833 24.994 -2.732  C102 1.101
85 H -7.113 11.002 -12.765  C63 1.090
86 C -6.114 6.917 -1.222  H25 1.090, H93 1.090, Br132 1.977, C137 1.511
87 C -3.528 20.240 -3.062  O61 1.181, N69 1.375, H112 1.101
88 C -15.535 7.182 -9.686  H11 1.101, O44 1.215, N79 1.353
89 H -16.656 6.534 -12.651  C94 1.090
90 H -11.454 13.711 -0.619  C92 1.090
91 C -5.222 14.816 4.382  O53 1.281, H110 1.101, N129 1.362
92 C -12.316 13.218 -1.068  H16 1.090, N24 1.418, H45 1.090, H90 1.090
93 H -5.196 6.594 -0.730  C86 1.090
94 C -15.754 6.751 -12.078  H40 1.090, H71 1.090, N79 1.448, H89 1.090
95 H -14.569 23.108 -0.552  C104 1.090
96 H -21.431 4.372 -3.639  C54 1.090
97 N -9.128 21.626 4.357  C8 1.415, C30 1.505, C113 1.320
98 H -19.689 4.333 -3.082  C54 1.090
99 H -9.064 12.295 -11.261  C20 1.090
100 H -19.299 7.900 -2.765  C127 1.090
101 H -8.190 6.929 -1.097  C137 1.090
102 C -13.188 24.113 -3.288  O49 1.181, N82 1.338, H84 1.101
103 H -14.969 9.104 3.014  C31 1.090
104 C -14.705 23.794 -1.387  H28 1.090, N82 1.454, H83 1.090, H95 1.090
105 C -18.200 18.226 -10.718  H6 1.090, N48 1.454, H57 1.090, H111 1.090
106 H -4.256 16.243 7.223  C119 1.090
107 H -14.789 22.274 -4.327  C19 1.090
108 H -1.029 21.049 -2.878  C15 1.090
109 H -16.677 11.187 5.713  C126 1.090
110 H -4.895 14.919 3.336  C91 1.101
111 H -18.607 19.201 -10.451  C105 1.090
112 H -4.623 20.119 -3.066  C87 1.101
113 C -9.310 21.836 3.067  O41 1.272, N97 1.320, H131 1.101
114 C -7.451 9.452 -10.040  H37 1.101, N50 1.348, O81 1.169
115 H -16.439 8.082 2.846  C31 1.090
116 C -3.483 16.489 4.775  H9 1.090, H64 1.090, N129 1.477, H140 1.090
117 O -11.063 15.404 -2.493  C13 1.194
118 H -6.504 12.127 -11.690  C63 1.090
119 C -4.556 15.333 6.704  H72 1.090, H106 1.090, N129 1.447, H139 1.090
120 C -3.828 22.479 -4.001  H1 1.090, H18 1.090, H35 1.090, N69 1.407
121 C -16.537 5.033 -10.450  H62 1.090, N79 1.489, H122 1.090, H135 1.090
122 H -17.433 4.995 -11.070  C121 1.090
123 H -13.834 13.269 -4.085  C128 1.090
124 C -21.025 6.823 -4.292  H21 1.101, O67 1.189, N74 1.337
125 H -17.493 17.418 -13.296  C80 1.090
126 C -16.011 10.503 5.186  H38 1.090, N55 1.466, H109 1.090, H134 1.090
127 C -19.380 6.858 -2.458  H39 1.090, N74 1.519, H75 1.090, H100 1.090
128 C -13.622 12.908 -3.079  N24 1.480, H73 1.090, H123 1.090, H133 1.090
129 N -4.404 15.446 5.270  C91 1.362, C116 1.477, C119 1.447
130 H -1.340 21.245 -4.655  C15 1.090
131 H -9.826 20.964 2.636  C113 1.101
132 Br -5.872 8.703 -2.036  C86 1.977
133 H -14.545 13.011 -2.508  C128 1.090
134 H -15.370 11.238 4.698  C126 1.090
135 H -15.992 4.120 -10.688  C121 1.090
136 H -19.444 15.280 -1.780  C26 1.101
137 C -7.370 6.798 -0.391  H3 1.090, Br36 1.985, C86 1.511, H101 1.090
138 O -18.722 10.005 5.158  C51 1.257
139 H -3.874 14.527 6.975  C119 1.090
140 H -2.424 16.473 5.032  C116 1.090

The HOMO energy comes out at -9.00 eV. As for the spin multiplicity: 1. The SMILES is CN(C)C=O.CN(C)C=O.CN(C)C=O.CN(C)C=O.CN(C)C=O.CN(C)C=O.CN(C)C=O.CN(C)C=O.CN(C)C=O.CN(C)C=O.CN(C)C=O.BrCCBr. As for the orbital gap: 9.3 eV. For the relative energy (zero: lowest compared OMol25 entry of this formula, charge and spin), the calculation gives 15.54 kcal/mol.


No. 2
Formula: C35H83N3O12
Source: the Open Molecules 2025 dataset
Level of theory: ωB97M-V/def2-TZVPD

Each atom is followed by the atoms it is bonded to, with distances in Å.
CARTESIAN COORDINATES (ANGSTROEM)
1 H -7.170 1.355 -0.081  C113 1.090
2 H 2.029 5.587 -0.953  C128 1.095
3 C 2.614 -1.786 5.360  H64 1.093, C116 1.535, H119 1.093, H131 1.089
4 H 3.508 3.442 -2.986  C47 1.088
5 C 6.386 0.228 3.193  H20 1.090, H33 1.093, H81 1.086, C105 1.568
6 O 5.175 -0.851 5.424  H37 0.965, N75 1.391
7 H 1.204 3.109 0.112  C58 1.092
8 H 5.590 -3.520 3.377  C19 1.090
9 H 2.441 -2.265 0.787  C45 1.092
10 H -2.540 1.403 2.898  C46 1.091
11 H 0.877 -4.605 0.113  O68 0.972
12 H 2.291 1.690 -1.167  C71 1.091
13 H -0.745 1.658 -1.739  C96 1.094
14 C -3.554 0.049 -1.436  C52 1.501, H54 1.090, H84 1.091, C97 1.551
15 H 5.680 2.611 3.637  C121 1.099
16 C -5.273 1.080 -4.703  H72 1.099, H79 1.093, C94 1.540, H130 1.088
17 H 0.012 -2.264 1.434  C51 1.097
18 C -6.086 -0.214 -1.162  N21 1.497, C95 1.532, C97 1.522, C113 1.541
19 C 5.960 -4.001 2.471  H8 1.090, H28 1.107, O34 1.418, C70 1.515
20 H 6.996 0.417 4.077  C5 1.090
21 N -6.169 0.428 -2.512  C18 1.497, C94 1.452, O123 1.417
22 H -7.138 -1.824 -0.251  C95 1.093
23 O -0.644 -2.161 -0.522  C51 1.430, H108 0.971
24 H -6.108 0.217 0.921  C113 1.089
25 H -5.077 2.767 -1.693  C101 1.093
26 H -4.986 0.468 2.898  C36 1.093
27 H 4.358 1.602 1.729  C93 1.100
28 H 6.708 -3.248 2.157  C19 1.107
29 C 2.589 0.648 2.383  H77 1.095, C93 1.526, C111 1.533, H118 1.090
30 H 5.431 -4.492 0.469  C70 1.098
31 C 0.000 -2.621 -4.075  O48 1.448, H63 1.090, C66 1.537, H74 1.093
32 H -5.510 1.591 0.011  C113 1.092
33 H 6.378 -0.862 3.120  C5 1.093
34 O 6.772 -5.143 2.689  C19 1.418, H85 0.960
35 C 2.243 0.663 5.563  H82 1.094, H115 1.091, C116 1.543, H125 1.096
36 C -4.042 -0.069 2.784  H26 1.093, C46 1.521, O57 1.461, H98 1.090
37 H 5.679 -1.580 5.041  O6 0.965
38 C 0.737 1.857 -4.195  C39 1.546, H43 1.093, H88 1.089, H109 1.089
39 C 1.535 2.461 -3.016  C38 1.546, C47 1.566, N59 1.482, C71 1.543
40 H -3.368 -0.414 -3.548  C52 1.092
41 H 2.288 -1.421 2.925  C111 1.093
42 H -1.530 3.755 -2.590  C104 1.092
43 H -0.274 2.212 -3.977  C38 1.093
44 H -1.592 -4.047 -4.393  C66 1.093
45 C 1.665 -2.806 0.241  H9 1.092, C51 1.502, O68 1.427, H86 1.097
46 C -2.831 0.631 2.184  H10 1.091, C36 1.521, H89 1.091, O107 1.424
47 C 3.031 2.587 -3.461  H4 1.088, C39 1.566, H87 1.098, H102 1.088
48 O 0.874 -3.507 -3.335  C31 1.448, H55 0.960
49 H 4.596 -3.046 1.168  C70 1.093
50 H -3.940 2.951 -2.884  C101 1.095
51 C 0.404 -2.016 0.439  H17 1.097, O23 1.430, C45 1.502, H132 1.098
52 C -3.698 0.392 -2.890  C14 1.501, H40 1.092, H60 1.097, C94 1.535
53 H -7.905 0.568 -3.164  O123 0.963
54 H -2.576 -0.416 -1.311  C14 1.090
55 H 0.299 -4.105 -2.852  O48 0.960
56 H 5.189 2.028 5.218  C121 1.087
57 O -3.574 -0.316 4.147  C36 1.461, H62 0.960
58 C 0.283 3.182 -0.472  H7 1.092, C96 1.532, H110 1.092, C124 1.528
59 N 1.161 3.856 -2.687  C39 1.482, O69 1.418, C124 1.451
60 H -2.901 1.136 -3.018  C52 1.097
61 H 1.388 0.494 -2.131  C71 1.092
62 H -3.808 0.456 4.669  O57 0.960
63 H 0.291 -2.634 -5.125  C31 1.090
64 H 3.038 -1.888 6.362  C3 1.093
65 O 3.915 -4.984 1.706  C70 1.419, H92 0.978
66 C -1.449 -3.094 -3.877  C31 1.537, H44 1.093, O127 1.437, H129 1.093
67 H -1.817 4.676 -1.172  C104 1.096
68 O 1.489 -4.143 0.709  H11 0.972, C45 1.427
69 O 1.010 4.728 -3.795  N59 1.418, H122 0.967
70 C 4.939 -4.067 1.353  C19 1.515, H30 1.098, H49 1.093, O65 1.419
71 C 1.411 1.531 -1.791  H12 1.091, C39 1.543, H61 1.092, C96 1.540
72 H -5.503 0.089 -5.118  C16 1.099
73 H 0.648 -6.869 -0.553  O117 0.965
74 H 0.243 -1.650 -3.635  C31 1.093
75 N 4.364 -0.313 4.430  O6 1.391, C105 1.461, C116 1.457
76 H -7.161 -1.917 -2.069  C95 1.090
77 H 2.113 0.357 1.441  C29 1.095
78 H 0.752 6.352 -1.604  C128 1.097
79 H -6.233 1.550 -4.932  C16 1.093
80 H -1.697 -0.833 2.742  O107 0.970
81 H 6.796 0.686 2.298  C5 1.086
82 H 2.640 0.880 6.558  C35 1.094
83 H 1.098 -0.348 3.597  C111 1.092
84 H -3.725 0.950 -0.844  C14 1.091
85 H 7.102 -5.455 1.843  O34 0.960
86 H 2.035 -2.851 -0.791  C45 1.097
87 H 3.565 1.720 -3.051  C47 1.098
88 H 0.816 0.773 -4.268  C38 1.089
89 H -2.996 1.104 1.215  C46 1.091
90 H -1.216 5.531 -2.507  C104 1.090
91 H -1.273 -3.238 -1.819  O127 0.976
92 H 3.091 -4.747 1.235  O65 0.978
93 C 4.103 0.637 2.192  H27 1.100, C29 1.526, C105 1.524, H120 1.092
94 C -5.047 1.063 -3.180  C16 1.540, N21 1.452, C52 1.535, C101 1.553
95 C -7.194 -1.271 -1.192  C18 1.532, H22 1.093, H76 1.090, H99 1.092
96 C 0.088 1.773 -1.039  H13 1.094, C58 1.532, C71 1.540, H103 1.093
97 C -4.724 -0.875 -1.007  C14 1.551, C18 1.522, H100 1.093, H112 1.095
98 H -4.357 -1.008 2.330  C36 1.090
99 H -8.201 -0.855 -1.280  C95 1.092
100 H -4.498 -1.200 0.012  C97 1.093
101 C -4.953 2.554 -2.759  H25 1.093, H50 1.095, C94 1.553, H133 1.088
102 H 3.165 2.477 -4.535  C47 1.088
103 H -0.069 0.934 -0.356  C96 1.093
104 C -1.107 4.572 -2.001  H42 1.092, H67 1.096, H90 1.090, C124 1.550
105 C 4.907 0.661 3.486  C5 1.568, N75 1.461, C93 1.524, C121 1.552
106 H 0.598 5.796 0.098  C128 1.087
107 O -1.798 -0.315 1.929  C46 1.424, H80 0.970
108 H -1.316 -1.588 -0.119  O23 0.971
109 H 1.064 2.215 -5.170  C38 1.089
110 H -0.497 3.444 0.245  C58 1.092
111 C 2.166 -0.435 3.381  C29 1.533, H41 1.093, H83 1.092, C116 1.553
112 H -4.651 -1.800 -1.588  C97 1.095
113 C -6.245 0.784 0.001  H1 1.090, C18 1.541, H24 1.089, H32 1.092
114 H 4.011 2.664 4.001  C121 1.090
115 H 1.189 0.390 5.619  C35 1.091
116 C 2.943 -0.428 4.726  C3 1.535, C35 1.543, N75 1.457, C111 1.553
117 O 0.377 -6.102 -1.070  H73 0.965, H126 0.965
118 H 2.235 1.667 2.542  C29 1.090
119 H 1.548 -1.875 5.584  C3 1.093
120 H 4.489 -0.030 1.418  C93 1.092
121 C 4.897 2.054 4.171  H15 1.099, H56 1.087, C105 1.552, H114 1.090
122 H 1.944 4.864 -4.007  O69 0.967
123 O -7.383 1.154 -2.605  N21 1.417, H53 0.963
124 C 0.344 4.256 -1.558  C58 1.528, N59 1.451, C104 1.550, C128 1.552
125 H 2.212 1.681 5.156  C35 1.096
126 H -0.360 -6.417 -1.609  O117 0.965
127 O -1.783 -3.594 -2.572  C66 1.437, H91 0.976
128 C 0.937 5.531 -0.900  H2 1.095, H78 1.097, H106 1.087, C124 1.552
129 H -2.118 -2.255 -4.086  C66 1.093
130 H -4.433 1.417 -5.307  C16 1.088
131 H 2.922 -2.632 4.747  C3 1.089
132 H 0.638 -0.958 0.619  C51 1.098
133 H -5.668 3.176 -3.293  C101 1.088

The HOMO energy comes out at -7.78 eV. As for the spin multiplicity: 1. The SMILES is CC1(C)CCCC(C)(C)N1O.CC1(C)CCCC(C)(C)N1O.CC1(C)CCCC(C)(C)N1O.OCCO.OCCO.OCCO.OCCO.O. As for the orbital gap: 8.1 eV. For the relative energy (zero: lowest compared OMol25 entry of this formula, charge and spin), the calculation gives 9.15 kcal/mol.